C3H7N2OP | wB97M-V/def2-TZVPD

Structure (XYZ):
```
14
Properties=species:S:1:pos:R:3:forces:R:3:mulliken_charge:R:1
C 2.26137 0.68201 -0.35583 0.3812 -0.0521 0.1635 -0.198
C 1.24167 0.12637 0.48950 -0.1606 -2.3827 4.1597 0.105
C -0.99665 -0.36143 -1.49437 -2.2144 0.3622 2.8854 -1.102
N 1.61329 1.55685 0.27628 0.4877 0.1069 -0.5303 -0.436
N -1.47778 0.35417 1.24955 -0.1236 2.7954 0.7569 -0.549
O -0.49189 -2.03233 0.64665 -0.2725 1.1533 0.1013 -0.679
P -0.49472 -0.57840 0.31177 1.5442 -0.4093 -2.0452 0.817
H 3.20741 0.54516 -0.91719 -1.0073 0.2762 0.1804 0.292
H 1.63804 -0.42127 1.71837 -1.1400 1.6939 -3.6337 0.169
H -1.95143 -0.95531 -1.55250 0.7334 0.9447 -0.1315 0.285
H -1.02317 0.62442 -1.93492 -0.5442 0.4823 0.3901 0.373
H -0.30588 -0.85125 -2.04863 2.3234 -1.9365 -1.5707 0.389
H -1.37360 1.37352 1.54636 0.3853 -1.8512 -1.4096 0.276
H -1.84667 -0.06252 2.06494 -0.3927 -1.1830 0.6837 0.257
```
Forces are in eV/Å.

**Total charge**: 0
**Multiplicity**: 1
**LUMO energy**: 0.76 eV


C3H7N2OS | wB97M-V/def2-TZVPD

Structure (XYZ):
```
14
Properties=species:S:1:pos:R:3:forces:R:3:mulliken_charge:R:1
C -3.27072 -0.26016 -0.33718 -2.7537 0.8349 -0.7218 0.097
C 0.61039 0.14569 0.03002 0.7303 0.4280 0.0950 0.957
C -0.40413 1.18619 0.22656 -2.3181 3.6750 2.1274 -0.599
N 1.85832 0.42591 -0.36395 0.2797 -1.5145 -0.0721 -0.386
N 0.24625 -1.12557 0.20423 2.4614 -0.2944 -1.4705 -0.251
O -4.29484 0.16235 -0.61882 2.4292 -1.0299 0.6685 -0.142
S 1.26389 -2.38504 -0.40392 0.1670 0.0172 0.4603 -0.160
H 2.16729 -2.26440 0.59375 -0.0262 -0.3559 -0.0686 0.210
H -1.41934 0.81514 -0.04539 1.1043 0.1084 0.1087 -0.170
H -0.60690 1.64450 1.33575 0.9780 -1.7683 -2.1548 0.331
H -0.29431 2.21071 -0.28709 0.5060 -1.9340 0.1773 0.350
H 2.23450 1.38894 -0.27069 -0.5024 -1.1527 -0.4795 0.274
H 2.47389 -0.43511 -0.66220 -1.3423 2.4736 0.8046 0.197
H -0.56430 -1.50916 0.59894 -1.7131 0.5126 0.5254 0.292
```
Forces are in eV/Å.

**Total charge**: +1
**Multiplicity**: 1
**LUMO energy**: -3.94 eV


C3H7N2OS | wB97M-V/def2-TZVPD

Structure (XYZ):
```
14
Properties=species:S:1:pos:R:3:forces:R:3:mulliken_charge:R:1
C -0.22805 -0.22736 -0.70879 2.1728 -1.5867 0.2579 0.678
C 0.28983 1.26226 0.84344 0.9651 -2.1722 3.3662 -0.144
C -0.77455 -1.42263 -1.36331 1.7588 1.1675 0.8188 -1.470
N 1.07963 0.01475 -0.80759 -1.2736 1.3501 0.2387 -0.021
N -0.75024 0.46897 0.27344 -1.0787 -0.0186 -2.2199 -0.072
O 1.40263 1.13617 0.00307 -0.3858 -0.5407 -0.8986 -0.211
S 0.61304 0.47089 2.54727 0.1045 0.5418 -0.3740 -0.205
H 0.04088 2.21753 1.14282 -0.3578 2.3136 -0.4836 0.429
H -1.00801 -2.06898 -0.60924 -0.5400 -2.0067 2.1974 0.424
H -0.22169 -1.93621 -2.08373 1.6656 -0.3082 -0.9481 0.415
H -1.64022 -1.24763 -1.81484 -3.9482 1.1670 -1.9321 0.475
H 1.77162 -0.69917 -0.95849 0.4926 0.0677 -0.0927 0.282
H -1.76426 0.46291 0.41728 0.6686 0.4670 0.4210 0.224
H 1.18937 1.56848 3.11867 -0.2438 -0.4416 -0.3509 0.195
```
Forces are in eV/Å.

**Total charge**: +1
**Multiplicity**: 1
**LUMO energy**: -4.18 eV
**SMILES string**: CC1=[NH+][C@@H](S)ON1


C3H7N2OS | wB97M-V/def2-TZVPD

Structure (XYZ):
```
14
Properties=species:S:1:pos:R:3:forces:R:3:mulliken_charge:R:1
C 1.12969 -0.64682 0.34723 0.7316 0.9469 2.1530 -0.555
C 0.15337 -1.72348 -0.06340 -1.4011 2.5195 0.3818 -0.591
C -1.10668 0.68405 0.16629 3.0588 -3.5464 0.3227 0.678
N -1.83881 1.34944 -0.74096 -1.6876 1.7816 -4.2963 -0.436
N 0.50104 0.79402 -0.01919 2.4741 -0.5545 2.2089 -0.344
O -1.71439 1.74201 0.64148 -0.1680 1.4424 2.0057 -0.285
S -1.46606 -1.12507 0.74655 1.4581 1.5008 -1.1659 -0.042
H 1.27213 -0.55091 1.51258 -0.4605 -0.5238 -2.2958 0.339
H 2.15415 -0.77176 -0.06750 -0.7965 0.4547 -0.1424 0.363
H 0.01579 -1.66262 -1.12484 -0.1822 -0.1884 -0.6686 0.317
H 0.42455 -2.71877 0.18038 0.1699 -0.7669 0.7026 0.447
H -1.42207 2.09543 -1.42274 -0.2939 -1.6482 1.8638 0.297
H 0.99801 1.38465 0.77923 -1.8165 -0.9091 -2.1525 0.402
H 0.89927 1.14982 -0.93511 -1.0862 -0.5085 1.0829 0.410
```
Forces are in eV/Å.

**Total charge**: +1
**Multiplicity**: 1
**LUMO energy**: -3.88 eV
**SMILES string**: C1CS[C@]2(NO2)[NH2+]1


C3H7N2S | wB97M-V/def2-TZVPD

Structure (XYZ):
```
13
Properties=species:S:1:pos:R:3:forces:R:3:mulliken_charge:R:1
C -1.56951 1.14640 -0.16178 -0.5041 4.0052 0.1688 0.077
C -2.27126 -1.15341 0.13380 -0.6720 1.3178 -3.4488 -0.210
C 0.92902 -0.01676 0.16265 0.5504 -0.0590 1.1723 -0.588
N -2.11811 0.03799 -0.23405 -0.3224 -2.3182 0.4223 -0.108
N 2.45074 0.02565 -0.21647 -0.2526 0.3912 -3.6307 -0.417
S 0.08589 1.59359 -0.01435 0.7405 -1.3840 0.2809 0.051
H -2.32642 2.03730 -0.15462 1.7161 -1.3700 0.0595 0.296
H -2.72026 -1.76463 -0.62307 -0.0764 -0.7616 -0.1403 0.273
H -2.04641 -1.53551 1.04630 0.6205 -0.7307 2.9314 0.329
H 1.10698 -0.32679 1.24049 -1.0717 0.6679 -1.0595 0.201
H 3.01240 0.30162 0.58544 0.4567 0.1548 -0.4765 0.365
H 2.69905 0.53625 -1.14897 -0.6714 0.1125 2.4061 0.374
H 2.76789 -0.88169 -0.61536 -0.5135 -0.0258 1.3144 0.359
```
Forces are in eV/Å.

**Total charge**: +1
**Multiplicity**: 1
**LUMO energy (alpha / beta)**: -4.47 / -4.47 eV


C3H7N2S | wB97M-V/def2-TZVPD

Structure (XYZ):
```
13
Properties=species:S:1:pos:R:3:forces:R:3:mulliken_charge:R:1
C -0.38122 -1.13481 -1.36324 -2.1678 5.3583 -0.4590 -0.046
C -0.05471 -0.51356 0.86358 0.2482 0.0150 1.5186 -0.342
C 0.01706 0.87250 0.27235 0.9327 1.4939 0.4568 -0.269
N -0.83721 0.74343 -0.85785 -0.0992 -5.2221 0.7369 -0.445
N -0.01018 -1.48145 -0.25054 0.8338 -1.9175 2.2297 0.033
S 1.80738 1.71004 0.22056 -1.7977 -1.2547 -0.5052 -0.115
H -0.70110 -1.78854 -2.15499 0.2722 0.1390 -0.6680 0.370
H 0.77248 -0.76127 1.54666 -0.6720 0.2156 0.0351 0.346
H -1.08157 -0.54808 1.30175 0.8732 -0.6550 -0.0199 0.280
H -0.44899 1.66490 0.95722 0.1230 -1.6312 -0.8095 0.373
H -0.55163 1.24163 -1.61377 1.0183 2.0540 -3.0408 0.318
H 0.20025 -2.48473 -0.07340 -0.1105 0.8043 0.2303 0.304
H 1.26947 2.47994 1.15167 0.5458 0.6004 0.2951 0.193
```
Forces are in eV/Å.

**Total charge**: +1
**Multiplicity**: 1
**LUMO energy**: -5.10 eV


Q: What is the formula in the sixth record?
A: C3H7N2S


Repeat the third record exactly.
C3H7N2OS | wB97M-V/def2-TZVPD

Structure (XYZ):
```
14
Properties=species:S:1:pos:R:3:forces:R:3:mulliken_charge:R:1
C -0.22805 -0.22736 -0.70879 2.1728 -1.5867 0.2579 0.678
C 0.28983 1.26226 0.84344 0.9651 -2.1722 3.3662 -0.144
C -0.77455 -1.42263 -1.36331 1.7588 1.1675 0.8188 -1.470
N 1.07963 0.01475 -0.80759 -1.2736 1.3501 0.2387 -0.021
N -0.75024 0.46897 0.27344 -1.0787 -0.0186 -2.2199 -0.072
O 1.40263 1.13617 0.00307 -0.3858 -0.5407 -0.8986 -0.211
S 0.61304 0.47089 2.54727 0.1045 0.5418 -0.3740 -0.205
H 0.04088 2.21753 1.14282 -0.3578 2.3136 -0.4836 0.429
H -1.00801 -2.06898 -0.60924 -0.5400 -2.0067 2.1974 0.424
H -0.22169 -1.93621 -2.08373 1.6656 -0.3082 -0.9481 0.415
H -1.64022 -1.24763 -1.81484 -3.9482 1.1670 -1.9321 0.475
H 1.77162 -0.69917 -0.95849 0.4926 0.0677 -0.0927 0.282
H -1.76426 0.46291 0.41728 0.6686 0.4670 0.4210 0.224
H 1.18937 1.56848 3.11867 -0.2438 -0.4416 -0.3509 0.195
```
Forces are in eV/Å.

**Total charge**: +1
**Multiplicity**: 1
**LUMO energy**: -4.18 eV
**SMILES string**: CC1=[NH+][C@@H](S)ON1